No. 1
DFT (wB97M-V/def2-TZVPD) results for a cluster of 2 separate species, C3H9NO in total at a distorted geometry.

```
14
Properties=species:S:1:pos:R:3:forces:R:3:mulliken_charge:R:1
C 1.83193 -0.16112 -1.56165 0.6 -0.8 -0.4 -0.1107
O 1.26185 0.78702 -2.01184 -0.2 0.3 0.0 -0.3986
H 2.72778 -0.10486 -0.92012 -0.1 0.3 0.2 0.2479
H 1.57329 -1.19789 -1.84633 -0.2 0.1 0.0 0.2386
C -1.03190 1.09028 0.29027 0.3 0.1 0.3 -1.0735
C -0.68940 -0.08159 1.22125 0.3 0.3 -0.8 -0.2611
N -0.06248 -1.22917 0.50695 -0.6 0.5 -0.2 -0.5451
H -1.48995 1.89485 0.86606 0.0 0.0 0.1 0.3369
H -0.09504 1.47864 -0.10440 -0.1 0.1 -0.2 0.2525
H -1.70758 0.89332 -0.54144 0.0 -0.4 0.0 0.3380
H 0.08513 0.31998 1.86458 -0.1 -0.1 0.6 0.2009
H -1.56361 -0.37214 1.79699 0.0 -0.1 0.2 0.3237
H -0.43029 -2.08754 0.88401 0.1 -0.3 0.3 0.2321
H -0.40974 -1.22978 -0.44433 0.0 0.1 -0.2 0.2184
```
Positions in Å, forces in eV/Å.

## Properties
HOMO energy (eV): -9.648
Structure (SMILES): C=O.CCN
LUMO level (eV): 1.1
Strongest force on any atom (eV/Å): 1.068
Energy relative to the best compared isomer or geometry (same formula, charge and spin) (kcal/mol): 38.8
Total charge: 0
Gap between HOMO and LUMO (eV): 10.7

=====

No. 2
DFT (wB97M-V/def2-TZVPD) results for a cluster of 2 separate species, C3H9NO in total at a distorted geometry.

```
14
Properties=species:S:1:pos:R:3:forces:R:3:mulliken_charge:R:1
C 0.68504 6.40315 -1.59623 -0.6 -0.3 0.2 -0.0599
O -0.51549 6.47399 -1.60132 0.3 0.1 -0.1 -0.3737
H 1.30694 7.10501 -2.17591 0.1 0.0 0.0 0.2202
H 1.17773 5.60937 -1.00302 0.2 0.2 -0.1 0.2135
C 0.63138 -3.04979 0.28475 0.0 0.5 0.2 -0.9986
C -0.87700 -2.86482 0.62429 1.7 0.3 -0.5 -0.3387
N -1.20520 -1.59913 1.24547 -0.5 0.2 -0.2 -0.5704
H 1.29985 -2.57752 1.01420 -0.2 -0.3 0.3 0.3066
H 0.90674 -4.09868 0.16083 0.0 0.0 0.0 0.2918
H 0.86073 -2.51838 -0.63647 0.0 -0.1 -0.3 0.2761
H -1.34886 -2.97562 -0.35145 -0.7 0.0 0.3 0.2817
H -1.16685 -3.63712 1.30866 -0.4 -0.6 0.1 0.3124
H -0.67682 -1.46681 2.09450 0.1 0.1 0.0 0.2187
H -1.07819 -0.80366 0.63170 0.1 -0.1 0.1 0.2203
```
Positions in Å, forces in eV/Å.

## Properties
HOMO energy (eV): -9.073
Structure (SMILES): C=O.CCN
LUMO level (eV): 0.9
Strongest force on any atom (eV/Å): 1.828
Energy relative to the best compared isomer or geometry (same formula, charge and spin) (kcal/mol): 40.7
Total charge: 0
Gap between HOMO and LUMO (eV): 10.0

=====

No. 3
DFT (wB97M-V/def2-TZVPD) results for a cluster of 2 separate species, C3H9NO in total at a distorted geometry.

```
14
Properties=species:S:1:pos:R:3:forces:R:3:mulliken_charge:R:1
C 0.20094 -0.40336 -2.47578 0.3 -0.8 1.0 -0.3668
C 1.06434 0.38581 -1.86341 -0.3 0.3 1.4 -0.6418
H 0.46286 -1.44413 -2.63233 0.0 0.1 -0.7 0.2444
H -0.85571 -0.16636 -2.45703 0.0 0.2 -0.5 0.2804
H 2.04693 0.16808 -1.46087 0.2 -0.6 -0.9 0.2562
H 0.68224 1.22261 -1.30639 -0.2 0.9 -0.6 0.2501
N -1.23534 0.29215 2.07213 0.3 0.5 0.3 -0.5106
C -0.17702 0.42302 1.13493 -0.2 -1.3 -0.4 -0.0988
O 0.68752 -0.74937 1.00557 -0.4 0.3 0.5 -0.5110
H -0.98031 0.20859 3.04182 0.0 -0.1 0.0 0.2189
H -2.01394 -0.27852 1.79461 0.1 -0.1 0.0 0.2218
H 0.50992 1.23019 1.37110 -0.3 0.4 -0.1 0.2177
H -0.67719 0.49653 0.16992 0.3 0.6 -0.1 0.1725
H 0.28474 -1.38524 1.60573 0.2 -0.2 -0.1 0.2671
```
Positions in Å, forces in eV/Å.

## Properties
HOMO energy (eV): -9.751
Structure (SMILES): C=C.NCO
LUMO level (eV): 0.9
Strongest force on any atom (eV/Å): 1.465
Energy relative to the best compared isomer or geometry (same formula, charge and spin) (kcal/mol): 52.7
Total charge: 0
Gap between HOMO and LUMO (eV): 10.7

=====

No. 4
DFT (wB97M-V/def2-TZVPD) results for the molecule C3H9NO at a distorted geometry.

```
14
Properties=species:S:1:pos:R:3:forces:R:3:mulliken_charge:R:1
N 0.78702 2.21889 -0.06710 0.7 0.2 -0.1 -0.5922
C 0.41025 0.94827 0.53324 -0.5 -0.8 0.0 -0.4346
C -0.03776 -0.16483 -0.41391 -0.5 1.0 -0.2 -0.3319
C -0.53989 -1.41230 0.29376 1.3 0.1 -0.6 -0.6277
O -0.91080 -2.36308 -0.70599 -0.7 0.0 0.6 -0.5022
H 1.75143 2.39781 0.18082 0.0 0.3 0.0 0.2505
H 0.79313 2.23211 -1.07899 -0.3 -0.3 -0.1 0.2476
H -0.45672 1.10983 1.17563 0.0 0.1 0.3 0.1908
H 1.19889 0.56492 1.17389 0.3 0.1 0.2 0.3221
H -0.84476 0.29833 -0.99758 -0.2 -0.3 -0.1 0.2736
H 0.69623 -0.47913 -1.15250 0.4 0.1 0.1 0.2716
H 0.31601 -1.86150 0.80340 -0.1 0.0 0.2 0.2750
H -1.29772 -1.19615 1.04643 -0.3 -0.1 -0.2 0.3574
H -1.86532 -2.29315 -0.79109 0.0 -0.2 -0.3 0.3000
```
Positions in Å, forces in eV/Å.

## Properties
HOMO energy (eV): -9.311
Structure (SMILES): NCCCO
LUMO level (eV): 1.0
Strongest force on any atom (eV/Å): 1.396
Energy relative to the best compared isomer or geometry (same formula, charge and spin) (kcal/mol): 25.6
Total charge: 0
Gap between HOMO and LUMO (eV): 10.3

=====

No. 5
DFT (wB97M-V/def2-TZVPD) results for the molecule C3H9NO at a distorted geometry.

```
14
Properties=species:S:1:pos:R:3:forces:R:3:mulliken_charge:R:1
N 1.96579 0.33930 1.50616 -0.9 -1.0 1.1 -0.5216
C 1.02445 0.76284 0.47656 -0.6 2.2 -0.5 -0.3733
C -0.00924 -0.33158 0.07744 2.0 0.0 1.4 -0.3125
C -1.18688 0.15415 -0.74865 -1.8 -0.2 0.4 -0.4287
O -1.66835 -1.00836 -1.41518 0.6 -0.7 -0.1 -0.5108
H 1.46712 -0.29224 2.15798 0.8 0.8 -0.1 0.2007
H 2.50070 1.07128 2.00187 -0.9 -0.6 -0.5 0.2163
H 0.35015 1.71672 0.72665 1.6 -1.6 -0.3 0.2175
H 1.74294 1.01679 -0.32996 -1.1 0.2 -0.3 0.2489
H -0.32024 -0.71595 1.11813 -0.1 0.1 -1.8 0.1843
H 0.56469 -1.12890 -0.47748 -0.9 0.6 0.6 0.2105
H -1.05339 0.92262 -1.51851 0.9 0.1 0.3 0.3095
H -2.04188 0.53894 -0.11832 1.1 -0.2 -0.2 0.2665
H -2.59367 -0.94995 -1.61417 -0.6 0.3 -0.1 0.2929
```
Positions in Å, forces in eV/Å.

## Properties
HOMO energy (eV): -9.055
Structure (SMILES): NCCCO
LUMO level (eV): 1.0
Strongest force on any atom (eV/Å): 2.430
Energy relative to the best compared isomer or geometry (same formula, charge and spin) (kcal/mol): 36.5
Total charge: 0
Gap between HOMO and LUMO (eV): 10.0

=====

No. 6
DFT (wB97M-V/def2-TZVPD) results for a cluster of 2 separate species, C3H9NO2 in total at a distorted geometry.

```
15
Properties=species:S:1:pos:R:3:forces:R:3:lowdin_spin:R:1
O -1.34536 -0.16888 2.82449 -2.7 0.0 0.9 0.3006
C -0.23925 -0.07094 2.31122 3.7 -0.5 -1.5 0.3463
C 0.10364 0.37392 0.83152 -0.5 -1.7 0.9 0.0544
C 1.00944 1.59849 1.02286 -2.4 2.0 0.2 0.0323
N 0.81838 -0.67432 -0.04651 1.4 3.0 0.8 0.0745
H 0.71603 -0.25982 2.95634 -0.8 0.4 -0.8 0.0489
H -0.90426 0.49552 0.30933 1.3 0.6 0.7 0.0083
H 1.23293 2.14116 0.04060 0.4 -0.7 1.4 0.0157
H 1.75865 1.44546 1.80225 0.9 -0.6 -0.9 0.0062
H 0.40771 2.31032 1.71996 0.4 -0.7 -1.7 0.0069
H 1.78733 -0.80677 0.33890 -1.7 -0.6 -0.4 0.0186
H 0.23751 -1.46405 -0.17530 -0.1 -1.2 0.4 0.0294
H -2.40640 -1.13390 -4.95146 0.4 -0.2 0.4 0.0082
H -1.40205 -2.32531 -4.70042 -1.0 2.3 1.1 0.0095
O -1.77431 -1.46088 -4.28380 0.6 -2.1 -1.5 0.0403
```
Positions in Å, forces in eV/Å.

## Properties
HOMO energy (spin up / spin down) (eV): 1.013 / -3.248
2S+1: 2
LUMO level (spin up / spin down) (eV): 3.1 / 2.9
Strongest force on any atom (eV/Å): 4.078
Energy relative to the best compared isomer or geometry (same formula, charge and spin) (kcal/mol): 45.7
Total charge: -1
Gap between HOMO and LUMO (spin up / spin down) (eV): 2.1 / 6.2